Entry from the Open Molecules 2025 dataset: one molecule with the formula C2H4ClOP at a distorted geometry (ωB97M-V with the def2-TZVPD basis set).

Summary:
Energy above the lowest of the compared OMol25 structures with the same formula, charge and spin (kcal/mol): 46.7
Total energy (hartree): -955.331662
SMILES string: CO/P=C/Cl
HOMO (Eh): -0.331

Each atom is followed by the atoms it is bonded to, with distances in Å.
Cartesian coordinates (Å):
1 C -2.05647 -0.59295 -0.38656  P4 1.660, Cl5 1.741, H6 1.134
2 C 1.76858 0.39803 0.39656  O3 1.399, H7 1.110, H8 1.226, H9 1.141
3 O 0.46298 -0.10127 0.44884  C2 1.399, P4 1.749
4 P -0.78123 0.43451 -0.65818  C1 1.660, O3 1.749
5 Cl -3.51861 -0.35525 -1.30221  C1 1.741
6 H -2.21617 -1.49369 0.28374  C1 1.134
7 H 2.19395 0.29889 1.41713  C2 1.110
8 H 1.77199 1.60277 0.17016  C2 1.226
9 H 2.37500 -0.19105 -0.36947  C2 1.141